Arrangement w

DFT (the ωB97M-V functional and the def2-TZVPD basis) results for one molecule with the formula C23H34N2O3.

E_HOMO	-9.112	eV
structure (SMILES)	CC[C@]1(C)C[C@H](C(=O)N2CC3(C[C@H](C(=O)N4[C@H]5CC=C[C@H]4CCC5)CO3)C2)C1
multiplicity	1

Element x y z (Å)
C -0.64 0.39 0.93
C -0.05 0.97 -0.35
C -1.05 1.38 -1.43
C -0.32 1.70 -2.72
C -2.28 0.47 -1.70
C -3.18 1.72 -1.75
C -4.47 1.67 -0.98
O -4.74 0.79 -0.17
N -5.31 2.70 -1.22
C -5.06 4.04 -1.76
C -6.44 4.45 -1.19
C -7.54 4.65 -2.22
C -7.38 6.15 -2.52
C -6.26 6.37 -3.54
O -5.18 6.86 -3.22
N -6.51 5.95 -4.79
C -5.58 6.15 -5.90
C -5.67 7.65 -6.18
C -7.17 7.76 -6.51
C -8.06 6.78 -6.29
C -7.72 5.54 -5.45
C -7.26 4.21 -6.18
C -5.78 3.79 -5.81
C -4.68 4.93 -5.85
C -7.02 6.70 -1.15
O -6.46 5.61 -0.40
C -6.45 3.13 -0.40
C -2.04 2.52 -1.06
H 0.14 0.23 1.67
H -1.39 1.05 1.37
H -1.13 -0.57 0.75
H 0.56 1.84 -0.11
H 0.64 0.23 -0.79
H -1.00 2.05 -3.50
H 0.43 2.49 -2.56
H 0.20 0.82 -3.10
H -2.24 -0.15 -2.59
H -2.56 -0.14 -0.84
H -3.35 2.08 -2.76
H -4.24 4.57 -1.27
H -4.92 4.09 -2.84
H -7.42 4.00 -3.08
H -8.51 4.46 -1.76
H -8.31 6.59 -2.90
H -6.13 5.84 -6.78
H -5.09 7.96 -7.06
H -5.37 8.27 -5.34
H -7.50 8.66 -7.03
H -9.08 6.89 -6.65
H -8.53 5.34 -4.75
H -7.91 3.39 -5.88
H -7.37 4.32 -7.26
H -5.49 2.97 -6.47
H -5.81 3.37 -4.80
H -4.06 4.85 -6.74
H -4.04 4.88 -4.97
H -6.28 7.50 -1.22
H -7.90 7.06 -0.62
H -7.34 2.51 -0.49
H -6.18 3.26 0.65
H -2.20 2.60 0.01
H -1.81 3.51 -1.46


Arrangement x

DFT (the ωB97M-V functional and the def2-TZVPD basis) results for one molecule with the formula C23H34N2O3.

E_HOMO	-9.097	eV
structure (SMILES)	COCCCC1CCN(C(=O)[C@@H]2CCC(=O)N(CCc3ccccc3)C2)CC1
multiplicity	1

Element x y z (Å)
C 5.11 0.46 3.30
O 5.01 -0.85 3.81
C 5.46 -1.86 2.94
C 4.52 -2.11 1.75
C 3.13 -2.50 2.22
C 2.12 -2.68 1.08
C 0.85 -3.37 1.58
C -0.18 -3.50 0.46
N -0.50 -2.20 -0.08
C -1.72 -1.67 0.15
O -2.60 -2.32 0.69
C -1.99 -0.25 -0.35
C -3.16 0.38 0.42
C -4.30 0.82 -0.51
C -3.77 1.61 -1.68
O -4.20 2.70 -2.02
N -2.75 0.98 -2.32
C -2.11 1.61 -3.46
C -0.61 1.88 -3.26
C -0.25 2.42 -1.90
C -1.06 3.32 -1.23
C -0.72 3.77 0.04
C 0.44 3.33 0.64
C 1.28 2.46 -0.03
C 0.93 2.01 -1.29
C -2.32 -0.31 -1.85
C 0.66 -1.54 -0.63
C 1.72 -1.34 0.45
H 6.12 0.67 2.93
H 4.88 1.13 4.13
H 4.39 0.64 2.49
H 6.47 -1.62 2.57
H 5.51 -2.75 3.56
H 4.96 -2.91 1.14
H 4.48 -1.22 1.13
H 2.76 -1.74 2.91
H 3.20 -3.44 2.77
H 2.58 -3.30 0.30
H 1.09 -4.36 1.97
H 0.42 -2.79 2.40
H -1.11 -3.94 0.84
H 0.22 -4.13 -0.34
H -1.10 0.38 -0.21
H -2.81 1.25 0.98
H -3.55 -0.35 1.13
H -4.82 -0.06 -0.89
H -5.02 1.43 0.03
H -2.24 0.98 -4.34
H -2.65 2.54 -3.62
H -0.04 0.97 -3.44
H -0.31 2.61 -4.02
H -1.97 3.68 -1.68
H -1.37 4.46 0.55
H 0.71 3.68 1.63
H 2.20 2.12 0.43
H 1.59 1.33 -1.82
H -1.45 -0.63 -2.43
H -3.11 -1.05 -2.00
H 0.40 -0.59 -1.08
H 1.07 -2.19 -1.42
H 2.59 -0.85 0.01
H 1.32 -0.68 1.22


Arrangement y

DFT (the ωB97M-V functional and the def2-TZVPD basis) results for one molecule with the formula C23H34N2O3.

E_HOMO	-9.033	eV
structure (SMILES)	CC[C@]1(C)C[C@H](C(=O)N2CC3(C[C@H](C(=O)N4[C@H]5CC=C[C@H]4CCC5)CO3)C2)C1
multiplicity	1

Element x y z (Å)
C -7.25 -0.89 -0.45
C -6.27 -1.95 -0.93
C -4.82 -1.46 -1.03
C -4.47 -1.12 -2.48
C -4.34 -0.35 -0.05
C -3.00 -1.10 0.11
C -2.43 -1.22 1.50
O -3.13 -1.15 2.51
N -1.11 -1.45 1.57
C 0.00 -1.50 0.62
C 0.96 -1.51 1.85
C 1.82 -0.27 2.01
C 3.11 -0.66 1.24
C 3.12 -0.03 -0.15
O 2.61 -0.59 -1.11
N 3.78 1.15 -0.26
C 3.74 1.97 -1.48
C 5.15 1.96 -2.05
C 5.94 2.51 -0.86
C 5.41 2.70 0.36
C 4.03 2.16 0.75
C 2.79 3.15 0.63
C 1.73 2.72 -0.45
C 2.29 2.26 -1.85
C 3.01 -2.20 1.17
O 1.86 -2.58 1.92
C -0.28 -1.65 2.75
C -3.71 -2.37 -0.43
H -8.28 -1.25 -0.50
H -7.05 -0.60 0.59
H -7.19 0.02 -1.06
H -6.30 -2.79 -0.23
H -6.59 -2.34 -1.90
H -3.45 -0.75 -2.58
H -4.57 -2.01 -3.11
H -5.14 -0.35 -2.87
H -4.31 0.67 -0.42
H -4.87 -0.39 0.90
H -2.25 -0.75 -0.60
H 0.05 -2.42 0.04
H 0.07 -0.64 -0.06
H 1.34 0.63 1.64
H 2.04 -0.13 3.07
H 3.99 -0.35 1.80
H 3.86 2.97 -1.08
H 5.24 2.64 -2.90
H 5.53 0.98 -2.36
H 6.97 2.82 -1.04
H 6.00 3.17 1.14
H 4.09 1.74 1.75
H 2.27 3.18 1.60
H 3.15 4.16 0.45
H 1.05 3.56 -0.58
H 1.13 1.91 -0.04
H 2.27 3.07 -2.59
H 1.71 1.42 -2.22
H 2.89 -2.50 0.13
H 3.87 -2.70 1.61
H -0.41 -0.90 3.53
H -0.38 -2.65 3.18
H -4.11 -2.94 0.41
H -3.16 -3.02 -1.10


Stability check: which of them is most stable? arrangement x.


Arrangement w

DFT (the ωB97M-V functional and the def2-TZVPD basis) results for one molecule with the formula C20H25N5O4S2.

E_HOMO	-7.983	eV
structure (SMILES)	CSCC[C@@H](NC(=O)c1ccccc1)C(=O)NNC(=O)c1csc(N2CCOCC2)n1
multiplicity	1

Element x y z (Å)
C -3.13 -2.34 0.77
S -2.87 -1.57 2.39
C -1.05 -1.72 2.56
C -0.33 -0.38 2.56
C -0.28 0.28 1.19
N -1.60 0.69 0.77
C -1.97 0.76 -0.52
O -1.15 0.67 -1.43
C -3.42 0.92 -0.78
C -3.91 0.48 -2.01
C -5.26 0.58 -2.31
C -6.13 1.13 -1.38
C -5.64 1.60 -0.17
C -4.30 1.49 0.14
C 0.72 1.46 1.21
O 1.43 1.71 2.16
N 0.71 2.18 0.06
N 1.70 3.12 -0.17
C 3.04 2.83 -0.10
O 3.87 3.71 0.00
C 3.37 1.39 -0.20
C 4.43 0.81 0.41
S 4.45 -0.89 0.11
C 2.99 -0.67 -0.87
N 2.46 -1.69 -1.57
C 2.67 -3.06 -1.18
C 1.58 -3.47 -0.16
O 0.40 -2.70 -0.33
C 0.13 -2.43 -1.69
C 1.20 -1.49 -2.28
N 2.57 0.55 -0.92
H -4.18 -2.23 0.53
H -2.53 -1.83 0.02
H -2.86 -3.39 0.83
H -0.71 -2.35 1.73
H -0.87 -2.24 3.50
H -0.80 0.29 3.27
H 0.70 -0.53 2.89
H 0.11 -0.42 0.44
H -2.31 0.67 1.49
H -3.21 0.06 -2.72
H -5.63 0.23 -3.26
H -7.18 1.21 -1.61
H -6.32 2.04 0.55
H -3.94 1.88 1.08
H 0.27 1.77 -0.77
H 1.46 4.09 0.03
H 5.17 1.28 1.02
H 3.66 -3.18 -0.74
H 2.60 -3.68 -2.08
H 1.34 -4.54 -0.27
H 1.91 -3.28 0.86
H 0.07 -3.37 -2.25
H -0.84 -1.94 -1.72
H 0.90 -0.45 -2.15
H 1.35 -1.69 -3.34


Arrangement x

DFT (the ωB97M-V functional and the def2-TZVPD basis) results for one molecule with the formula C20H25N5O4S2.

E_HOMO	-8.205	eV
structure (SMILES)	COc1cccc(N2C[C@H](C(=O)Nc3nnc(SCCN4CCOCC4)s3)CC2=O)c1
multiplicity	1

Element x y z (Å)
C 2.10 4.12 6.99
O 1.12 3.13 7.19
C 0.58 2.52 6.10
C -0.41 1.57 6.35
C -1.00 0.90 5.30
C -0.63 1.16 3.99
C 0.36 2.10 3.73
N 0.76 2.37 2.41
C 0.49 1.41 1.35
C 1.42 1.85 0.21
C 2.74 1.10 0.31
O 3.78 1.57 0.70
N 2.71 -0.23 -0.07
C 1.72 -0.98 -0.63
N 0.52 -0.59 -0.91
N -0.24 -1.53 -1.46
C 0.35 -2.67 -1.61
S -0.35 -4.09 -2.27
C -2.01 -3.47 -2.69
C -1.98 -2.56 -3.92
N -3.35 -2.19 -4.24
C -3.56 -0.79 -4.56
C -3.13 -0.46 -6.00
O -3.81 -1.28 -6.93
C -3.57 -2.65 -6.67
C -3.99 -3.02 -5.24
S 2.02 -2.68 -1.04
C 1.63 3.34 0.48
C 1.35 3.51 1.96
O 1.60 4.50 2.61
C 0.97 2.77 4.79
H 3.00 3.70 6.53
H 2.34 4.50 7.98
H 1.72 4.94 6.37
H -0.69 1.38 7.38
H -1.77 0.17 5.50
H -1.12 0.63 3.19
H 0.70 0.40 1.70
H -0.55 1.47 1.03
H 0.97 1.64 -0.76
H 3.60 -0.70 0.05
H -2.61 -4.36 -2.88
H -2.40 -2.93 -1.83
H -1.47 -3.08 -4.74
H -1.40 -1.67 -3.67
H -3.02 -0.16 -3.85
H -4.63 -0.59 -4.46
H -3.40 0.57 -6.26
H -2.05 -0.59 -6.11
H -4.16 -3.20 -7.40
H -2.50 -2.87 -6.82
H -3.75 -4.07 -5.04
H -5.07 -2.88 -5.13
H 2.64 3.67 0.26
H 0.93 3.96 -0.08
H 1.73 3.50 4.57


Stability check: which of them is most stable? arrangement w.


Arrangement w

DFT (the ωB97M-V functional and the def2-TZVPD basis) results for one molecule with the formula C5H6N2.

E_HOMO	-9.054	eV
multiplicity	1

Element x y z (Å)
C 0.50 0.88 -0.56
C 1.72 0.40 0.33
C 0.50 -0.35 0.76
N 0.07 -1.54 0.46
C -1.23 -1.33 0.08
C -1.55 0.00 0.06
N -0.45 0.71 0.62
H -0.39 0.19 -1.16
H 0.51 1.79 -1.15
H 2.53 -0.17 -0.12
H 2.11 1.12 1.08
H -1.84 -2.17 -0.23
H -2.49 0.48 -0.17


Arrangement x

DFT (the ωB97M-V functional and the def2-TZVPD basis) results for one molecule with the formula C5H6N2.

E_HOMO (alpha / beta)	-7.820 / -7.820	eV
multiplicity	1

Element x y z (Å)
N -0.75 1.83 0.10
C -1.53 0.94 -0.17
C -1.07 -0.48 0.00
C 0.00 -0.72 -1.09
C 1.04 -0.55 0.01
C 0.82 0.56 0.92
N -0.03 -0.54 1.12
H -1.86 -1.22 0.13
H 0.01 -0.02 -1.93
H -0.02 -1.75 -1.47
H 1.90 -1.21 0.08
H -0.03 2.35 0.58
H 1.52 0.80 1.72


Arrangement y

DFT (the ωB97M-V functional and the def2-TZVPD basis) results for one molecule with the formula C5H6N2.

E_HOMO	-8.352	eV
structure (SMILES)	C[C@H]1c2cncn21
multiplicity	1

Element x y z (Å)
C -2.19 -0.04 0.18
C -0.75 0.26 -0.27
C 0.39 0.82 0.47
C 1.98 0.98 0.04
N 2.49 -0.26 -0.05
C 1.47 -1.12 -0.09
N 0.25 -0.58 0.39
H -2.96 0.62 -0.39
H -2.34 0.28 1.24
H -2.29 -1.09 -0.10
H -0.48 0.43 -1.29
H 2.58 1.84 0.23
H 1.85 -2.14 -0.36


Arrangement z

DFT (the ωB97M-V functional and the def2-TZVPD basis) results for a 2-piece molecular cluster, C5H6N2 overall.

E_HOMO	-9.574	eV
structure (SMILES)	N#C[C@H]1C=N1.C=C
multiplicity	1

Element x y z (Å)
N -1.71 -1.54 -1.50
C -0.75 -0.89 -1.44
C 0.45 -0.07 -1.55
C 0.90 0.89 -0.58
N 1.60 -0.16 -0.57
H 0.74 0.10 -2.57
H 0.98 1.95 -0.39
C -0.29 0.62 1.39
C -0.44 -0.71 1.35
H 0.68 1.08 1.53
H -1.13 1.28 1.54
H -1.27 -1.15 1.86
H 0.23 -1.41 0.84


Stability check: which of them is most stable? arrangement w.


Arrangement w

DFT (the ωB97M-V functional and the def2-TZVPD basis) results for a 2-piece molecular cluster, C16H17N overall.

E_HOMO	-7.807	eV
structure (SMILES)	Cc1c[nH]c2ccccc12.Cc1ccccc1
multiplicity	1

Element x y z (Å)
C 0.22 -0.53 -2.51
C -0.57 0.57 -1.93
C -0.11 1.85 -1.78
N -0.96 2.67 -1.11
C -2.03 1.84 -0.68
C -3.14 2.20 0.04
C -4.00 1.19 0.45
C -3.82 -0.14 0.03
C -2.79 -0.40 -0.85
C -1.81 0.54 -1.19
H -0.18 -0.95 -3.45
H 0.32 -1.44 -1.91
H 1.24 -0.21 -2.75
H 0.85 2.14 -2.20
H -0.59 3.43 -0.56
H -3.46 3.21 0.29
H -4.78 1.54 1.12
H -4.52 -0.84 0.46
H -2.73 -1.36 -1.35
C 3.77 -1.94 0.06
C 2.68 -1.32 0.89
C 1.93 -0.21 0.44
C 1.06 0.41 1.29
C 0.77 -0.10 2.57
C 1.37 -1.29 2.92
C 2.35 -1.87 2.12
H 4.10 -2.89 0.49
H 4.64 -1.28 0.04
H 3.47 -2.10 -0.98
H 2.15 0.04 -0.59
H 0.46 1.27 1.03
H 0.03 0.38 3.19
H 1.09 -1.79 3.85
H 2.99 -2.64 2.55


Arrangement x

DFT (the ωB97M-V functional and the def2-TZVPD basis) results for a 2-piece molecular cluster, C16H17N overall.

E_HOMO	-7.903	eV
structure (SMILES)	Cc1c[nH]c2ccccc12.Cc1ccccc1
multiplicity	1

Element x y z (Å)
C 2.30 2.90 -0.23
C 1.59 2.23 0.84
C 2.07 1.75 2.01
N 1.02 1.14 2.72
C -0.14 1.22 1.94
C -1.30 0.51 1.95
C -2.19 0.37 0.92
C -1.92 1.21 -0.25
C -0.69 1.89 -0.36
C 0.22 1.85 0.66
H 2.56 2.22 -1.09
H 3.19 3.54 -0.19
H 1.53 3.34 -0.86
H 3.04 2.07 2.44
H 1.07 0.87 3.66
H -1.41 -0.43 2.65
H -3.16 -0.24 0.94
H -2.63 1.42 -0.98
H -0.57 2.55 -1.39
C 1.14 -2.07 0.52
C 0.22 -2.10 -0.62
C 0.43 -1.10 -1.54
C -0.19 -1.26 -2.82
C -1.20 -2.24 -2.97
C -1.47 -3.10 -1.94
C -0.76 -3.10 -0.69
H 0.91 -2.91 1.25
H 1.14 -1.18 1.18
H 2.23 -2.04 0.15
H 1.22 -0.30 -1.49
H 0.13 -0.54 -3.65
H -1.76 -2.47 -3.91
H -2.33 -3.80 -2.20
H -1.00 -3.81 0.04


Stability check: which of them is most stable? arrangement w.


Arrangement w

DFT (the ωB97M-V functional and the def2-TZVPD basis) results for a 2-piece molecular cluster, C16H17N overall.

E_HOMO	-7.768	eV
structure (SMILES)	Cc1c[nH]c2ccccc12.Cc1ccccc1
multiplicity	1

Element x y z (Å)
C 2.24 -0.70 0.83
C 1.11 -0.28 1.70
C 0.12 -1.05 2.26
N -0.92 -0.26 2.76
C -0.60 1.07 2.53
C -1.25 2.30 2.55
C -0.59 3.48 2.24
C 0.76 3.50 1.89
C 1.35 2.26 1.63
C 0.68 1.07 1.90
H 2.91 0.11 0.56
H 1.86 -1.22 -0.05
H 2.81 -1.44 1.41
H 0.11 -2.12 2.34
H -1.42 -0.57 3.58
H -2.30 2.29 2.85
H -1.17 4.39 2.24
H 1.41 4.36 1.78
H 2.32 2.32 1.15
C 0.76 -2.95 -2.87
C -0.32 -1.95 -2.60
C -0.82 -1.77 -1.27
C -1.47 -0.62 -0.95
C -1.76 0.37 -1.92
C -1.47 0.10 -3.23
C -0.75 -1.08 -3.56
H 1.72 -2.46 -2.70
H 0.77 -3.27 -3.90
H 0.70 -3.87 -2.28
H -0.54 -2.56 -0.59
H -1.91 -0.36 0.01
H -2.14 1.33 -1.62
H -1.73 0.70 -4.09
H -0.49 -1.10 -4.61


Arrangement x

DFT (the ωB97M-V functional and the def2-TZVPD basis) results for a 2-piece molecular cluster, C16H17N overall.

E_HOMO	-8.077	eV
structure (SMILES)	Cc1c[nH]c2ccccc12.Cc1ccccc1
multiplicity	1

Element x y z (Å)
C 1.77 -1.74 2.40
C 1.16 -0.39 2.54
C 1.68 0.66 3.22
N 0.91 1.82 3.02
C -0.15 1.43 2.17
C -1.18 2.24 1.65
C -2.15 1.57 0.96
C -2.12 0.16 0.72
C -1.12 -0.59 1.28
C -0.03 0.10 1.83
H 2.28 -2.03 3.33
H 2.50 -1.80 1.59
H 1.04 -2.54 2.32
H 2.60 0.59 3.78
H 0.51 2.39 3.75
H -1.11 3.31 1.79
H -3.03 2.09 0.61
H -3.03 -0.19 0.29
H -0.95 -1.64 1.04
C 1.37 -2.09 -2.67
C 0.48 -0.90 -2.63
C 0.65 0.08 -1.66
C -0.16 1.23 -1.60
C -1.24 1.29 -2.44
C -1.48 0.24 -3.36
C -0.63 -0.83 -3.48
H 1.65 -2.46 -1.67
H 2.42 -1.82 -2.91
H 1.13 -2.92 -3.33
H 1.47 0.00 -0.96
H 0.07 2.11 -1.02
H -2.07 1.98 -2.43
H -2.38 0.29 -3.96
H -0.87 -1.63 -4.17


Stability check: which of them is most stable? arrangement w.